A cluster of 2 separate species, C6H12O2 in total in a non-equilibrium geometry. Source: the Open Molecules 2025 dataset; level of theory: ωB97M-V/def2-TZVPD.

Structure (ORCA input):
```
! RIJCOSX wB97M-V def2-TZVPD def2/J DEFGRID3
* xyz 0 1
C 1.83 0.86 -0.31
C -0.29 2.07 -0.31
O 0.39 0.89 0.13
O 1.92 0.79 -1.65
H 1.29 -0.04 -1.89
H 2.18 -0.03 0.22
H 2.31 1.77 0.08
H -0.28 2.11 -1.41
H 0.21 2.96 0.10
H -1.31 2.02 0.07
C -1.40 -1.08 0.55
C -0.64 -1.56 1.79
C -0.51 -0.77 -0.58
C 0.01 -1.11 -1.68
H -2.08 -1.86 0.21
H -2.00 -0.21 0.80
H -1.33 -1.77 2.61
H 0.06 -0.78 2.13
H -0.06 -2.45 1.57
H -0.31 -1.82 -2.42
*
```

The calculation puts the relative energy (zero: lowest compared OMol25 entry of this formula, charge and spin) at 473.0 kJ/mol. Its total energy is -10507.40481 eV. The calculation puts the max |F| at 0.058 Eh/bohr. The value obtained for the molar mass is 116.160 g/mol. As for the gap between HOMO and LUMO: 9.534 eV. Its SMILES is C#CCC.COCO.